1.
40
Properties=species:S:1:pos:R:3:forces:R:3 method="wB97M-V/def2-TZVPD" gap_ev=7.68 smiles="O=C(CCN1C(=O)/C(=C/c2ccccc2F)SC1=S)Nc1cccnc1" homo_energy_ev=-8.7
C -0.7711 -1.8804 2.6848 -0.2 0.3 0.2
N 2.2550 0.2051 -1.2777 0.2 -0.2 -0.2
C -3.0290 -0.1679 -0.3491 0.1 0.1 0.0
N -2.3970 1.8936 0.6580 -0.3 0.2 0.4
H -1.9182 -0.7490 -2.0929 0.0 -0.1 -0.1
C 0.4823 0.1367 1.8449 0.6 0.1 -0.7
C -1.4390 0.3137 3.3393 0.1 -0.2 0.0
H -3.5104 -2.0201 4.6334 -0.1 0.0 0.1
C 2.9210 1.0742 -2.2274 0.3 0.3 -0.2
H 0.7962 1.1122 2.2014 0.0 0.0 0.0
S 0.7489 -1.6481 -0.3054 0.3 0.0 -0.3
C -2.4922 -0.2242 4.0489 -0.1 0.1 0.1
H -1.9249 -3.5041 3.4255 0.0 -0.1 0.0
H -3.1624 0.4279 4.5869 -0.1 0.1 0.0
F 0.0954 -2.7235 2.0880 0.0 0.1 0.1
O 0.6726 3.2899 -1.7799 0.0 0.3 0.3
H -0.1629 0.4575 -2.8635 0.2 0.1 0.1
C 1.0674 -0.2483 0.6944 -0.5 -0.2 0.7
C -3.1543 0.8107 0.6251 -0.2 -0.2 0.0
O 2.4951 1.6561 0.4761 0.0 0.0 -0.1
C 1.6786 -0.9725 -1.6339 -0.2 0.0 0.2
C 0.7200 2.2240 -2.3395 0.2 -0.2 -0.6
C -1.8153 -2.4313 3.4012 0.1 -0.1 -0.1
H 2.3948 2.6274 -3.6189 -0.1 0.0 0.0
C -0.5598 -0.5006 2.6129 -0.3 -0.5 0.2
C -1.2640 1.1402 -1.2988 -0.4 0.0 0.3
H -3.8880 0.7260 1.4149 -0.1 -0.1 0.0
H -0.8921 2.9679 -0.2085 0.1 0.0 -0.1
H 3.4412 1.8245 -1.6273 -0.1 -0.1 -0.1
C 1.9120 1.7614 -3.1692 0.0 0.1 0.2
N -0.2474 1.2560 -2.2457 -0.2 -0.2 -0.3
H 3.6374 0.4890 -2.8078 -0.1 0.1 0.1
C 2.0091 0.6561 0.0125 0.2 0.3 0.5
H -3.6622 -1.0411 -0.3427 -0.1 -0.1 0.0
C -2.0635 -0.0022 -1.3238 0.0 0.3 0.0
C -1.4822 2.0666 -0.2754 0.4 0.2 -0.3
C -2.6887 -1.5971 4.0767 0.1 0.0 -0.1
H 1.6018 1.0709 -3.9536 0.0 0.0 0.0
S 1.7872 -1.6621 -3.1114 -0.1 -0.2 -0.1
H -1.2979 1.3826 3.3048 0.0 0.1 0.0

***

2.
48
Properties=species:S:1:pos:R:3:forces:R:3 method="wB97M-V/def2-TZVPD" gap_ev="5.23 / 5.22" total_charge=-1 multiplicity=2 homo_energy_ev="-3.6 / -3.6"
H -0.8584 3.1760 -4.1260 0.0 0.0 0.0
H -1.1121 0.0548 4.7059 0.0 0.0 0.0
Te 5.2234 -0.3700 -0.6412 -0.1 0.4 0.0
Mn 1.3353 0.1321 -0.5750 -0.4 -0.4 -0.1
N 0.1509 0.6574 -2.1685 0.2 0.2 0.1
C 0.1701 1.7948 -2.8475 -0.1 0.0 -0.1
Se 2.3242 2.4550 -0.2556 0.1 0.2 0.1
H -2.9478 1.7873 -4.1781 0.0 0.0 0.0
C 0.5001 -2.8049 -0.3615 0.0 -0.1 0.0
H -0.4296 4.0304 3.2036 0.0 -0.1 0.0
C -0.8461 -1.4070 -1.5678 -0.2 0.3 -0.1
H -0.8232 2.4662 5.1589 0.0 0.0 0.0
H 1.4432 -2.9217 0.1526 0.0 0.0 0.0
C -0.7547 2.0857 4.1454 -0.1 0.0 0.1
C -3.2034 -0.6609 -2.9232 0.4 0.1 0.1
C 2.7801 -0.2973 2.1104 0.2 -0.2 0.4
C -0.9207 2.2355 -3.5953 0.0 0.0 0.0
H 4.4376 -0.6691 3.2178 0.0 0.0 0.0
O 2.1238 -0.7099 1.1589 -0.1 0.0 -0.5
C -1.6770 -3.5661 -0.9913 0.1 -0.1 0.1
C -1.8845 -2.3264 -1.5942 0.0 -0.2 0.0
N 3.7193 -1.1270 2.6785 0.1 0.0 0.1
C -2.0811 0.2607 -2.9441 0.0 0.0 -0.1
C -0.8339 0.1836 2.5993 -0.2 0.1 -0.1
H -0.2587 -4.7603 0.0915 0.0 0.0 0.0
Te 4.8301 2.3317 -0.0386 0.0 -0.3 0.0
N -4.3669 -0.4520 -3.4948 -0.2 -0.1 -0.1
N -0.5402 1.0860 1.6005 0.1 -0.1 -0.1
H -2.4684 -4.3049 -0.9972 0.0 0.0 0.0
H -0.2561 2.9937 0.9342 0.0 0.1 -0.2
H 4.0995 -1.7686 1.9934 -0.1 0.1 0.1
C -2.0692 1.4712 -3.6295 0.0 0.1 0.0
N 0.3049 -1.6345 -0.9384 0.3 0.3 0.2
S -1.1540 -1.4407 2.2812 0.1 0.1 0.0
O -0.4355 0.6652 0.3286 0.1 0.2 0.3
C -3.1053 -1.9280 -2.2671 0.4 0.1 0.1
C -0.4350 2.4212 1.8236 0.0 -0.3 0.0
H 2.1398 1.5771 2.0746 0.0 0.0 0.0
H 3.3322 1.2835 3.2256 0.0 0.0 0.0
C -0.9375 -0.1133 -2.2460 -0.2 -0.3 0.1
Se 3.2016 -0.6265 -2.0687 0.0 -0.1 0.1
C -0.5322 2.9616 3.0727 0.0 0.0 -0.1
C -0.4609 -3.8151 -0.3925 -0.1 0.0 0.0
C -0.9096 0.7516 3.9051 0.1 -0.1 0.0
N 2.5578 0.8963 2.7110 0.1 0.2 -0.1
H 1.0774 2.3700 -2.7595 0.1 0.1 0.0
N -4.1965 -2.6520 -2.3621 -0.2 0.0 -0.1
S -5.2530 -1.7726 -3.2097 -0.5 -0.1 -0.2

***

3.
43
Properties=species:S:1:pos:R:3:forces:R:3 method="wB97M-V/def2-TZVPD" gap_ev=7.62 total_charge=+1 homo_energy_ev=-11.0 relative_energy_kj_mol=26.0
H 1.3706 -2.7728 3.7158 0.1 0.0 0.0
C -2.7719 4.1783 2.4608 -0.1 0.0 -0.2
H 5.3235 0.4289 -0.6506 0.0 0.0 0.0
Se 0.8312 -2.7644 -3.2978 -0.1 0.1 0.1
H -5.3914 6.3131 -0.5615 0.0 0.0 0.0
Cl 1.4204 -2.5410 1.3607 0.1 -0.2 0.1
Y -0.0376 -0.1540 0.6458 0.1 -1.0 0.7
C -3.5676 4.3810 -0.1998 -0.1 0.1 -0.1
O -2.0292 0.6276 1.4325 0.0 0.2 0.1
H 0.3815 4.0177 3.0194 0.0 0.0 0.0
H -3.8913 4.4586 -1.2305 0.0 0.0 0.0
C 1.1350 2.4976 1.7464 -0.4 -0.1 -0.3
H 2.6102 4.9929 3.4888 0.0 0.0 0.0
C 4.6631 1.9448 0.7122 0.1 0.1 0.1
H -5.2902 7.0100 1.0607 0.0 0.0 0.0
C 2.3049 1.9211 1.1740 0.0 -0.3 -0.2
C 3.2195 0.3024 -0.2224 0.0 -0.1 0.0
C 1.2623 3.5758 2.5703 0.0 0.3 0.2
C -3.5166 5.2662 2.0337 0.0 0.0 0.1
H -2.5722 2.5147 -0.5144 0.0 0.0 0.0
C 4.4976 0.8650 -0.1063 0.0 -0.1 -0.1
S -1.4755 1.8670 2.0618 -0.1 0.2 0.1
H 4.6289 4.0846 2.4191 0.0 0.0 0.0
C -2.8251 3.2902 0.1958 0.0 0.1 0.2
H 5.6436 2.3886 0.8434 0.0 0.0 0.0
N -0.0668 1.8755 1.3308 0.7 1.4 0.6
H -2.4752 4.0741 3.4961 0.0 0.0 0.0
C -4.7104 6.5785 0.2462 0.0 -0.1 0.0
N 2.1661 0.7858 0.4010 -0.3 0.4 0.2
C 0.1340 -1.7864 -2.0478 0.0 -0.1 0.0
C 3.6589 3.6367 2.2439 0.1 -0.1 -0.1
C 2.5378 4.1375 2.8296 -0.2 0.0 0.0
C 0.6212 -2.6269 2.9511 0.1 0.0 0.0
Cl -0.2200 -1.0954 3.2620 0.0 -0.1 0.5
H -0.1152 -3.4185 2.9262 0.0 -0.1 0.0
C 3.5561 2.5114 1.3870 0.3 0.1 0.0
C -3.9198 5.3837 0.7073 -0.1 0.1 -0.1
H -3.8005 6.0307 2.7474 0.0 0.0 0.0
H -4.0402 7.3542 -0.1310 0.0 0.0 0.0
C -2.4318 3.2033 1.5310 -0.2 0.2 -0.1
H 3.0603 -0.5757 -0.8410 0.0 0.0 0.0
O -1.4007 1.8818 3.4906 0.0 -0.1 0.1
N -0.3160 -1.1339 -1.1555 -0.1 -0.9 -2.1

***

4.
44
Properties=species:S:1:pos:R:3:forces:R:3 method="wB97M-V/def2-TZVPD" gap_ev="4.62 / 5.06" total_charge=+3 multiplicity=2 homo_energy_ev="-18.0 / -18.0" relative_energy_kj_mol=40.1
C 1.5310 -1.3979 -1.2313 0.7 -0.9 -0.1
N -0.0042 0.5469 1.3768 -1.5 -1.4 -0.7
C -2.9616 -2.6726 0.4815 -2.8 -5.1 1.5
C 1.1427 -1.4832 2.1786 0.2 0.3 0.6
C 1.7955 -0.3657 -3.1550 -1.0 1.0 -0.3
O -2.0641 -3.3451 0.9232 1.1 0.6 0.0
C -0.1940 4.2742 3.1306 0.2 -0.3 0.1
C 2.1845 0.0745 -4.4118 -0.2 0.1 0.0
Re -1.0247 -0.6774 0.0682 2.5 -0.6 0.7
H 1.6340 1.3880 -6.0045 0.0 0.0 0.0
H 1.4019 -3.3831 -0.5079 -0.1 0.1 0.2
N 1.2350 0.8464 3.1932 -0.2 -1.0 -0.8
Cl -4.8179 -3.6721 2.1297 -0.1 0.0 -0.4
N 0.5162 -0.5090 -1.2915 -1.8 -0.8 0.9
C -4.4516 -3.2955 0.4383 1.2 0.4 0.1
Cl -5.5994 -2.1492 -0.2391 0.1 -0.2 0.1
C -0.9611 2.8953 1.2819 0.3 -0.4 0.2
H -0.9760 1.5716 -2.6029 -0.2 0.1 0.0
C -0.9554 4.0960 1.9719 0.0 -0.1 0.0
C -0.1137 1.1548 -3.1010 0.3 -0.4 0.3
H -1.5506 2.7618 0.3874 -0.2 0.1 -0.1
C -0.1798 1.8558 1.7947 -0.1 1.8 0.5
C 0.6191 3.2625 3.6345 -0.2 0.0 -0.1
C 1.3862 1.0454 -5.0105 0.2 -0.3 0.2
H -0.3102 2.3364 -4.8695 -0.1 0.1 0.0
C 0.6544 0.1533 -2.5001 0.3 0.9 -1.6
H 2.6055 -2.4031 0.3281 -0.2 0.0 0.0
H -0.2403 5.2186 3.6531 0.0 0.0 0.0
N 0.5716 -2.0327 0.9167 -0.9 0.5 -0.4
H -1.5639 4.9160 1.6223 0.0 0.0 -0.1
C 0.8467 -0.0188 2.2601 0.5 -0.6 0.8
H 0.0516 -2.8921 1.1510 -0.2 0.2 -0.1
C 0.2704 1.5818 -4.3613 0.0 -0.1 0.1
H 1.8565 0.6653 3.9739 0.1 -0.2 0.0
C 0.6059 2.0535 2.9541 -0.9 0.9 -0.8
O -2.8546 -1.5003 0.0372 3.4 5.3 -1.4
H 3.1254 -1.8973 -2.5096 0.1 -0.1 0.1
Cl -4.2921 -4.7419 -0.5715 -0.2 0.3 0.2
H 0.6825 -1.9781 3.0436 0.0 0.0 -0.2
H 3.0522 -0.3226 -4.9143 0.1 -0.1 -0.1
H 1.2146 3.4142 4.5207 0.1 0.0 0.1
C 1.5985 -2.3808 -0.1056 0.4 -0.1 -0.5
H 2.2221 -1.6648 2.2441 -0.2 -0.1 -0.1
N 2.3110 -1.3291 -2.3082 -0.6 -0.2 1.2